# 1
This record from OMol25 describes C75H75AsHfN2O4S3Si as an isolated structure at a distorted geometry. The level of theory is ωB97M-V/def2-TZVPD.

## Properties
total charge = +2
energy relative to the best compared isomer or geometry (same formula, charge and spin) = 19.1 kcal/mol
spin multiplicity = 1
DFT total energy = -192683.4699 eV

Positions of all 162 atoms, in Å:
Hf -0.15 -0.33 -0.35
C 5.31 2.29 -6.33
C 4.72 1.43 -5.27
C 5.27 0.18 -5.01
C 4.75 -0.63 -4.03
C 3.68 -0.18 -3.27
C 3.10 1.05 -3.51
C 3.63 1.85 -4.51
S 3.05 -1.36 -2.05
O 1.94 -0.64 -1.26
C 4.51 -1.40 -0.97
C 5.06 -2.68 -0.78
C 6.13 -2.84 0.06
C 6.69 -1.74 0.74
C 7.76 -1.90 1.63
C 8.29 -0.83 2.29
C 7.75 0.45 2.09
C 6.72 0.65 1.22
C 6.15 -0.44 0.52
C 5.06 -0.29 -0.37
C 4.46 1.05 -0.57
C 5.05 2.05 -1.39
C 6.26 1.84 -2.08
C 6.81 2.83 -2.83
C 6.16 4.07 -2.97
C 4.97 4.29 -2.34
C 4.39 3.30 -1.52
C 3.18 3.53 -0.83
C 2.64 2.56 -0.03
C 3.30 1.34 0.10
S 2.67 0.03 1.14
O 1.15 0.30 1.23
C 3.23 0.65 2.74
C 3.99 1.79 2.94
C 4.34 2.15 4.23
C 3.94 1.40 5.33
C 4.29 1.82 6.72
C 3.19 0.25 5.11
C 2.86 -0.13 3.83
H 5.33 1.75 -7.27
H 6.34 2.54 -6.08
H 4.74 3.21 -6.46
H 6.12 -0.15 -5.60
H 5.17 -1.61 -3.84
H 2.26 1.39 -2.93
H 3.18 2.82 -4.70
H 4.63 -3.53 -1.29
H 6.56 -3.82 0.23
H 8.17 -2.89 1.77
H 9.11 -0.96 2.97
H 8.17 1.29 2.63
H 6.32 1.64 1.07
H 6.75 0.88 -1.99
H 7.75 2.67 -3.34
H 6.61 4.84 -3.58
H 4.46 5.24 -2.44
H 2.67 4.48 -0.95
H 1.72 2.73 0.51
H 4.30 2.40 2.10
H 4.93 3.04 4.38
H 4.45 2.89 6.78
H 5.20 1.31 7.04
H 3.50 1.54 7.41
H 2.88 -0.35 5.95
H 2.29 -1.04 3.67
C -1.99 -1.11 0.60
Si -2.60 -2.83 0.10
C -2.26 -2.63 -1.79
N -1.01 -1.89 -2.13
C 0.05 -2.84 -2.58
C 0.51 -2.65 -4.03
C -0.70 -2.64 -4.96
C -1.70 -1.55 -4.54
C -1.28 -0.91 -3.21
C -1.59 -4.19 0.97
C -1.41 -5.46 0.42
C -0.72 -6.45 1.11
C -0.22 -6.19 2.37
C -0.43 -4.95 2.96
C -1.11 -3.97 2.27
C -4.39 -3.26 0.48
C -5.46 -2.77 -0.28
C -6.76 -3.08 0.06
C -7.03 -3.88 1.16
C -5.98 -4.39 1.91
C -4.68 -4.08 1.57
H -1.93 -1.02 1.69
H -2.79 -0.41 0.30
H -3.11 -2.03 -2.14
H -2.33 -3.57 -2.34
H -0.33 -3.86 -2.50
H 0.92 -2.75 -1.92
H 1.18 -3.47 -4.29
H 1.08 -1.73 -4.14
H -1.17 -3.63 -4.91
H -0.38 -2.49 -5.99
H -2.69 -1.98 -4.44
H -1.76 -0.76 -5.29
H -2.08 -0.25 -2.87
H -0.37 -0.32 -3.36
H -1.83 -5.67 -0.55
H -0.58 -7.42 0.66
H 0.31 -6.96 2.90
H -0.07 -4.76 3.96
H -1.31 -3.02 2.74
H -5.27 -2.15 -1.14
H -7.58 -2.70 -0.54
H -8.04 -4.12 1.42
H -6.18 -5.03 2.76
H -3.87 -4.48 2.16
C -0.32 3.47 2.06
As -1.28 1.77 1.73
C -1.04 1.13 3.58
C -3.18 2.46 1.96
C -3.99 1.88 3.07
C -4.58 0.63 2.95
C -5.44 0.15 3.92
C -5.74 0.91 5.04
C -5.13 2.15 5.19
C -4.26 2.62 4.22
H -0.85 4.08 2.80
H -0.20 4.07 1.16
H 0.66 3.22 2.47
H -1.21 1.96 4.26
H -0.02 0.76 3.72
H -1.75 0.35 3.81
H -3.71 2.26 1.02
H -3.10 3.55 2.08
H -4.40 0.03 2.06
H -5.91 -0.82 3.79
H -6.44 0.56 5.77
H -5.36 2.76 6.05
H -3.82 3.60 4.34
N 0.91 -2.50 0.70
C 1.90 -3.54 0.72
C 2.99 -3.47 1.58
C 3.89 -4.52 1.65
C 3.71 -5.66 0.88
C 2.63 -5.72 0.01
C 1.74 -4.67 -0.08
H 0.92 -2.05 1.62
H 0.01 -2.99 0.62
H 3.14 -2.61 2.21
H 4.72 -4.47 2.34
H 4.39 -6.49 0.96
H 2.48 -6.61 -0.59
H 0.89 -4.76 -0.73
O -5.93 4.61 -3.29
C -5.29 3.57 -3.83
O -5.78 2.91 -4.69
C -3.93 3.24 -3.28
C -3.01 2.65 -4.15
C -1.78 2.22 -3.68
C -1.48 2.34 -2.33
S 0.10 1.81 -1.71
C -2.38 2.96 -1.47
C -3.60 3.41 -1.94
H -5.40 5.13 -2.67
H -3.28 2.54 -5.18
H -1.07 1.80 -4.37
H -2.11 3.11 -0.43
H -4.29 3.85 -1.24

# 2
This record from OMol25 describes C10H10BrIV as an isolated structure at a distorted geometry. The level of theory is ωB97M-V/def2-TZVPD.

## Properties
total charge = -1
spin multiplicity = 3
⟨S²⟩ = 2.03
DFT total energy = -114364.7468 eV

Positions of all 23 atoms, in Å:
C 1.26 -0.33 1.44
C 1.27 1.13 1.57
C 0.00 1.54 2.08
H 2.09 1.84 1.31
C -0.76 0.37 2.32
C -0.02 -0.76 1.89
H -0.32 -1.78 2.01
H 2.03 -0.97 0.99
H -0.28 2.54 2.29
H -1.70 0.37 2.88
V -0.01 0.42 -0.10
Br 2.27 1.62 -0.81
C -1.20 0.05 -2.02
C -1.55 -1.20 -1.43
C -0.35 -1.93 -1.20
H -2.57 -1.58 -1.31
C 0.76 -1.13 -1.64
C 0.22 0.06 -2.24
H 0.72 0.81 -2.84
H -1.88 0.82 -2.38
H -0.27 -2.97 -0.84
H 1.81 -1.41 -1.61
I -1.53 2.50 -0.37

# 3
This record from OMol25 describes C8H48B7KO4PbZr as an isolated structure at a distorted geometry. The level of theory is ωB97M-V/def2-TZVPD.

## Properties
spin multiplicity = 1
DFT total energy = -44839.6534 eV

Positions of all 70 atoms, in Å:
Pb -1.48 27.49 -29.33
Zr 1.78 29.88 -27.03
K 1.43 28.55 -32.85
B 3.84 29.95 -28.16
H 3.00 30.24 -28.83
H 4.85 29.95 -28.70
H 3.88 30.53 -27.20
H 3.54 28.91 -27.89
B 0.97 31.87 -27.87
H 0.55 31.59 -26.88
H 2.08 31.96 -27.83
H 0.88 30.97 -28.52
H 0.46 32.79 -28.31
B -1.82 26.64 -31.79
H -1.49 25.55 -31.63
H -2.25 26.71 -32.87
H -2.67 26.97 -31.09
H -0.89 27.32 -31.62
B -0.86 25.16 -28.27
H -0.68 25.10 -29.41
H -0.14 25.99 -27.89
H -1.98 25.40 -28.09
H -0.53 24.16 -27.79
B 2.33 27.96 -25.92
H 2.61 27.01 -25.34
H 1.31 28.29 -25.61
H 3.00 28.82 -25.70
H 2.32 27.72 -27.01
B -0.52 29.12 -27.11
H -1.57 28.82 -26.77
H 0.14 28.24 -27.32
H -0.50 29.76 -28.02
H -0.01 29.72 -26.31
B 1.15 28.57 -29.68
H 0.23 29.19 -30.00
H 2.03 28.66 -30.40
H 1.49 28.97 -28.66
H 0.83 27.47 -29.55
C 4.79 27.87 -31.62
O 4.15 28.87 -32.38
C 4.69 30.18 -32.09
C 3.85 31.22 -32.89
O 2.46 31.00 -32.79
C 1.97 31.38 -31.48
H 5.83 27.84 -31.98
H 4.46 26.88 -31.96
H 4.63 28.00 -30.55
H 5.71 30.18 -32.49
H 4.83 30.33 -31.02
H 4.14 31.37 -33.92
H 4.05 32.20 -32.41
H 0.90 31.18 -31.44
H 2.16 32.46 -31.42
H 2.60 30.98 -30.70
C -4.78 26.08 -28.52
O -3.89 27.19 -28.51
C -4.67 28.36 -28.70
C -3.98 29.73 -28.76
O -2.86 29.62 -29.61
C -2.26 30.89 -29.76
H -4.91 25.79 -29.57
H -5.76 26.25 -28.07
H -4.40 25.17 -28.06
H -5.49 28.44 -27.97
H -5.23 28.28 -29.65
H -3.59 29.92 -27.75
H -4.76 30.46 -29.00
H -1.39 30.88 -30.42
H -2.00 31.36 -28.81
H -2.95 31.61 -30.23

> Which value of DFT total energy does entry 3 give?

-44839.6534 eV

> Among the records above, which one has the highest DFT total energy?

C8H48B7KO4PbZr

> Which value of DFT total energy does entry 2 give?

-114364.7468 eV

> Among the records above, which one has the highest spin multiplicity?

C10H10BrIV